# 1
22
Properties=species:S:1:pos:R:3 method="wB97M-V/def2-TZVPD" relative_energy_kj_mol=20.2 homo_lumo_gap_ev="6.80 / 6.38" total_charge=+1 total_energy_ev=-21410.8540 e_lumo_ev="-3.5 / -6.8" multiplicity=7 s_squared=12.013
O -0.376 -1.233 0.508
O 1.912 0.511 1.532
C 0.443 -1.613 -0.590
C 1.925 -1.352 -0.393
O 2.329 0.012 -0.577
C 2.387 0.922 0.440
H 0.086 -1.100 -1.495
H 0.346 -2.690 -0.803
H 2.467 -1.917 -1.162
H 2.256 -1.726 0.587
O -1.357 0.913 1.155
C -0.984 2.095 0.434
C -0.830 1.583 -0.994
O -1.665 0.422 -1.005
C -1.785 -0.071 0.245
H -1.787 2.834 0.535
H -0.049 2.486 0.850
H 0.204 1.289 -1.221
H -1.198 2.282 -1.750
O -2.762 -0.789 0.540
Li -1.928 -2.426 0.915
Ru 0.365 -0.433 2.250


# 2
15
Properties=species:S:1:pos:R:3 method="wB97M-V/def2-TZVPD" relative_energy_kj_mol=688.7 homo_lumo_gap_ev="7.29 / 7.26" total_charge=+1 total_energy_ev=-7828.5509 e_lumo_ev="-5.9 / -5.9"
C -2.225 0.720 -0.169
C -1.053 1.378 -0.491
C -2.333 -0.491 0.483
C -0.964 -0.815 0.338
C -0.270 0.185 -0.313
C 1.906 -0.257 0.513
N 1.106 0.209 -0.610
H -3.107 -1.070 0.853
H -0.648 -1.744 0.788
H -1.109 2.424 -1.150
H 1.598 0.210 1.405
H 1.769 -1.255 0.574
H 2.905 -0.070 0.295
H 1.192 -0.551 -1.407
H 1.233 1.125 -1.109